The following is a quantum chemistry calculation of a structure of composition C34H55BrEuN3OP2, from OMol25.

Its multiplicity is 8. Its charge is +1.

Positions of all 97 atoms, in Å:
C 3.25311 0.53947 -0.02449
C 1.55553 1.88838 -0.92517
C 4.21325 1.53722 -0.18873
C 2.46727 2.96917 -0.96550
C 3.78542 2.80770 -0.59366
H 5.26195 1.30656 0.01267
H 2.07815 3.94922 -1.25839
H 4.48416 3.64422 -0.61370
N 1.95405 0.72034 -0.30864
P 2.33169 -1.82286 1.17931
P -1.46427 1.84030 -1.70219
C 3.70631 -0.85748 0.40277
H 4.06047 -1.39670 -0.49101
H 4.58299 -0.77579 1.06365
C 0.25514 2.16124 -1.52810
H 0.15589 3.27292 -1.47223
C -1.61830 2.89376 -3.31921
C -2.70032 2.48391 -0.29944
C 2.29330 -3.51809 0.35557
C 2.90992 -1.76546 2.97893
C -2.33079 1.91186 -4.25554
H -3.35719 1.71004 -3.91012
H -2.38252 2.32780 -5.27507
H -1.78903 0.95623 -4.28852
C -2.40065 4.20691 -3.21941
H -3.43306 4.08530 -2.86882
H -1.88492 4.94956 -2.59210
H -2.45336 4.63813 -4.23524
C -0.21779 3.25899 -3.85067
H -0.28677 3.55407 -4.90940
H 0.22441 4.10598 -3.30524
H 0.47273 2.41264 -3.77006
C -4.11049 2.16090 -0.82417
H -4.23646 1.08273 -1.00066
H -4.86277 2.47090 -0.08151
H -4.34164 2.68410 -1.76323
C -2.43188 1.68440 0.98807
H -2.59583 0.60142 0.84885
H -1.42644 1.89105 1.40343
H -3.15103 2.00404 1.76200
C -2.54219 3.96936 0.03454
H -2.77655 4.63454 -0.80399
H -3.24956 4.21872 0.84367
H -1.53117 4.20114 0.39605
C 1.91062 -2.54886 3.84338
H 2.29046 -2.55004 4.87424
H 0.91844 -2.07896 3.85006
H 1.80208 -3.59371 3.52597
C 2.90540 -0.28402 3.39683
H 3.56027 0.32922 2.76723
H 1.89378 0.14463 3.37980
H 3.27832 -0.22112 4.42802
C 4.31614 -2.34252 3.14958
H 4.61073 -2.19140 4.19675
H 4.35811 -3.41667 2.95044
H 5.06900 -1.84809 2.52834
C 2.86940 -3.45369 -1.06804
H 3.96108 -3.34791 -1.07113
H 2.64108 -4.39079 -1.60112
H 2.44169 -2.63406 -1.65395
C 0.80709 -3.94937 0.27291
H 0.22536 -3.30247 -0.40619
H 0.74270 -4.97515 -0.12342
H 0.31691 -3.94083 1.25762
C 3.09766 -4.56788 1.12449
H 4.16513 -4.32399 1.14892
H 2.74148 -4.72198 2.14727
H 3.00842 -5.53691 0.60817
Eu -0.25085 -0.41931 0.51835
C -0.53702 -0.15993 3.34660
O -0.79351 0.03090 4.45089
N -0.21825 -0.57680 -1.80328
C 0.10972 0.19645 -2.69513
C 0.61247 -0.31996 -4.14441
C 1.01095 0.68817 -5.19270
C 1.80567 -1.22164 -3.89024
C -0.49728 -1.20410 -4.69807
H 0.17661 1.30553 -5.53424
H 1.84940 1.30734 -4.89487
H 1.33719 0.10836 -6.06910
H 1.49397 -2.07131 -3.28220
H 2.16971 -1.60246 -4.85621
H 2.62091 -0.70646 -3.37935
H -0.09124 -1.75890 -5.55924
H -0.82490 -1.90631 -3.93582
H -1.37421 -0.64363 -5.03241
Br -5.52393 -2.64663 -2.30383
C -4.36206 -2.56890 -0.80451
C -4.58974 -3.35447 0.32751
C -3.73217 -3.22808 1.42582
C -2.68134 -2.31586 1.36372
N -2.46388 -1.54984 0.27422
C -3.26930 -1.68692 -0.82373
H -5.42419 -4.03655 0.33279
H -3.87173 -3.81444 2.32429
H -1.98545 -2.16332 2.20480
H -3.01896 -1.07057 -1.69922

***

The following is a quantum chemistry calculation of a structure of composition C34H55ClCoN3OP2, from OMol25.

Its multiplicity is 4. Its charge is +1.

Positions of all 97 atoms, in Å:
C 0.47261 2.32477 1.61474
C -1.55205 1.68402 0.53897
C -0.08288 3.51669 2.05562
C -2.18383 2.81536 1.11633
C -1.45688 3.72512 1.86560
H 0.56081 4.23694 2.56688
H -3.25094 2.96126 0.91246
H -1.94459 4.59812 2.30737
N -0.29855 1.37454 1.05532
P 2.25919 0.18332 1.68164
P -2.05959 -0.38388 -1.60382
C 1.96036 2.00892 1.68969
H 2.49505 2.41862 0.81697
H 2.40959 2.48982 2.56393
C 0.53246 -1.90660 -0.07977
O 0.64356 -2.95944 -0.57821
C -2.19458 1.01543 -0.54695
H -3.22994 1.37871 -0.66420
C -2.87090 0.49226 -3.22078
C -3.27829 -1.89302 -1.20880
C 3.89784 -0.17564 0.74759
C 2.43252 -0.03667 3.56536
C -1.96164 -0.07227 -4.31489
H -2.20370 -1.11613 -4.54574
H -2.06719 0.50994 -5.24058
H -0.91317 -0.03274 -3.99582
C -4.34079 0.24291 -3.57125
H -4.60392 -0.81038 -3.69599
H -5.03438 0.70594 -2.85864
H -4.53350 0.72379 -4.54335
C -2.69101 2.01002 -3.08772
H -2.75186 2.46585 -4.08942
H -3.47370 2.48984 -2.48478
H -1.71861 2.25800 -2.63818
C -3.33766 -2.80611 -2.44523
H -2.34332 -3.22605 -2.64913
H -4.01861 -3.64378 -2.23884
H -3.68226 -2.31851 -3.35839
C -2.72960 -2.75653 -0.07262
H -1.76404 -3.20545 -0.32622
H -2.60906 -2.19278 0.85613
H -3.43852 -3.57993 0.12661
C -4.62391 -1.33426 -0.75788
H -5.13321 -0.75498 -1.53098
H -5.28500 -2.17274 -0.48856
H -4.50266 -0.69999 0.13181
C 2.65425 -1.52500 3.84125
H 2.74960 -1.66894 4.92771
H 1.80331 -2.11823 3.49172
H 3.55856 -1.92161 3.36530
C 1.10536 0.39489 4.20803
H 0.91628 1.46908 4.08905
H 0.26090 -0.15845 3.78147
H 1.15319 0.17466 5.28480
C 3.56797 0.79139 4.20960
H 3.38879 0.80669 5.29686
H 4.55838 0.35151 4.04789
H 3.59889 1.83720 3.88020
C 4.10969 0.95364 -0.27200
H 4.45244 1.88316 0.20769
H 4.87681 0.63894 -0.99943
H 3.18538 1.15405 -0.83546
C 3.69484 -1.50008 -0.01754
H 2.90647 -1.40701 -0.77947
H 4.63230 -1.74716 -0.53838
H 3.44287 -2.33437 0.65528
C 5.13665 -0.30000 1.64051
H 5.35192 0.62663 2.18469
H 5.07221 -1.13717 2.34644
H 6.00017 -0.50054 0.98701
Co 0.49253 -0.29576 0.49829
N 0.62071 0.48404 -1.17223
C 0.22183 1.12728 -2.11255
C 1.00126 1.78726 -3.32037
C 0.18430 2.76868 -4.14481
C 2.19581 2.57378 -2.77950
C 1.50550 0.65695 -4.21566
H -0.64005 2.29546 -4.69155
H -0.20292 3.57961 -3.51583
H 0.85180 3.21621 -4.89759
H 3.02711 1.90107 -2.54823
H 2.54154 3.28397 -3.54747
H 1.92985 3.14597 -1.87948
H 2.32004 1.04417 -4.84889
H 1.87915 -0.17885 -3.60320
H 0.72403 0.26180 -4.87759
Cl -0.13967 -5.67730 3.66228
C -0.78007 -4.10865 3.43166
C -1.89043 -3.66724 4.15595
C -2.33231 -2.36086 3.94647
C -1.64460 -1.54821 3.03815
N -0.58931 -1.98553 2.33526
C -0.15255 -3.24142 2.51714
H -2.36745 -4.33694 4.86779
H -3.18942 -1.94427 4.47225
H -1.96841 -0.51320 2.87622
H 0.72492 -3.58362 1.97397

***

Computed values of ΔE to the lowest compared entry with this formula, charge and spin (unit: eV) for the preceding records, in sequence: 3.759 0.000.